1) C4H9N2O2 | ωB97M-V with the def2-TZVPD basis set

Geometry (Å):
N (-2.837, 0.195, -0.237)
C (-1.990, 0.526, 0.883)
C (-0.626, 1.161, 0.452)
N (-0.348, 0.686, -0.885)
C (0.615, -0.311, -1.149)
C (1.556, -0.860, 0.212)
O (2.216, 0.158, 0.623)
O (2.124, -1.945, -0.177)
H (-3.454, 0.990, -0.401)
H (-2.509, 1.211, 1.571)
H (0.653, -1.070, 0.855)
H (-1.780, -0.405, 1.415)
H (-0.761, 2.239, 0.340)
H (0.162, 1.011, 1.168)
H (-1.311, 0.320, -1.151)
H (1.356, 0.070, -1.839)
H (0.173, -1.229, -1.527)

Output
Gap between HOMO and LUMO (eV): 4.57
Net charge: -1

Results of the Löwdin charge analysis, in e, for atoms 1 through 2: atom 1 (N): -0.167, atom 2 (C): -0.410

2) C4H9N2O2 | ωB97M-V with the def2-TZVPD basis set

Geometry (Å):
C (2.025, -0.168, 0.652)
O (1.571, 0.192, 1.795)
C (1.023, 0.203, -0.617)
C (-0.285, -0.614, -0.519)
C (-1.545, 0.229, -0.249)
N (-2.782, -0.309, -0.577)
O (-1.577, 0.525, 1.171)
N (1.538, -0.041, -1.813)
H (2.083, -1.267, 0.529)
H (3.016, 0.286, 0.406)
H (0.678, 1.271, -0.579)
H (-0.286, -1.372, 0.274)
H (-0.462, -1.047, -1.494)
H (-1.356, 1.231, -0.750)
H (-2.690, -0.851, -1.434)
H (2.489, 0.341, -1.907)
H (-2.244, -0.106, 1.468)

Output
Gap between HOMO and LUMO (eV): 3.81
Net charge: -1

Results of the Löwdin charge analysis, in e, for atoms 1 through 2: atom 1 (C): -0.392, atom 2 (O): -0.111

3) C4H9N2O2 | ωB97M-V with the def2-TZVPD basis set

Geometry (Å):
O (-1.052, -0.497, 0.794)
C (-0.101, 0.035, 0.177)
N (0.454, 1.170, 0.510)
C (-1.862, 2.568, 2.071)
O (-2.627, 3.095, 2.842)
C (0.449, -0.745, -1.058)
C (0.180, -2.239, -0.950)
N (1.886, -0.497, -1.296)
H (0.953, 1.751, -0.148)
H (-1.418, 1.575, 2.198)
H (-1.517, 3.036, 1.130)
H (-0.136, -0.398, -1.913)
H (-0.850, -2.349, -0.603)
H (0.280, -2.780, -1.895)
H (0.809, -2.714, -0.191)
H (2.143, 0.286, -0.705)
H (2.411, -1.295, -0.962)

Output
Gap between HOMO and LUMO (eV): 7.89
Net charge: -1

Results of the Löwdin charge analysis, in e, for atoms 1 through 2: atom 1 (O): -0.105, atom 2 (C): -0.667

Which one is most stable, and which one is least stable? 3) is the most stable of them, while 2) is the least stable.

1) C4H14NOS | ωB97M-V with the def2-TZVPD basis set

Geometry (Å):
C (-0.039, 0.923, 0.930)
C (-0.638, -0.281, 0.244)
C (-0.084, -1.707, 0.379)
S (1.623, -1.645, -0.330)
C (1.558, -1.471, -2.184)
N (-0.184, 0.680, 2.461)
H (0.888, 1.282, 0.467)
H (-0.735, 1.752, 0.683)
H (-0.735, -0.051, -0.874)
H (-1.663, -0.401, 0.536)
H (-0.784, -2.330, 0.053)
H (0.104, -2.056, 1.405)
H (2.056, -2.319, -2.623)
H (2.040, -0.628, -2.738)
H (0.536, -1.480, -2.498)
H (-0.991, 0.156, 2.545)
H (0.643, 0.186, 2.830)
H (-0.009, 1.648, 2.874)
H (-1.956, 2.912, -1.421)
H (-0.362, 2.612, -1.496)
O (-1.268, 2.217, -1.243)

Output
Gap between HOMO and LUMO (eV): 8.26
Net charge: +1

Results of the Löwdin charge analysis, in e, for atoms 1 through 2: atom 1 (C): -0.167, atom 2 (C): -0.306

2) C4H14NOS | ωB97M-V with the def2-TZVPD basis set

Geometry (Å):
C (1.272, -0.770, -0.798)
C (1.718, 0.661, -0.974)
C (0.871, 1.793, -0.371)
S (-1.582, -0.025, 0.764)
C (-3.207, -0.760, 0.451)
N (0.027, -1.189, -1.557)
H (1.167, -1.152, 0.239)
H (2.110, -1.371, -1.197)
H (2.825, 0.772, -0.487)
H (1.794, 0.741, -2.106)
H (1.018, 1.971, 0.760)
H (1.467, 2.663, -0.710)
H (-3.458, -1.492, 1.215)
H (-3.911, 0.007, 0.524)
H (-3.106, -1.371, -0.432)
H (-0.758, -0.540, -1.168)
H (-0.283, 1.669, -0.399)
H (0.158, -0.992, -2.552)
H (0.853, 0.207, 3.581)
H (0.035, -0.483, 2.417)
O (0.988, -0.341, 2.799)

Output
Gap between HOMO and LUMO (eV): 3.71
Net charge: +1

Results of the Löwdin charge analysis, in e, for atoms 1 through 2: atom 1 (C): -0.315, atom 2 (C): -0.259

Which one is most stable, and which one is least stable? 1) is the most stable of them, while 2) is the least stable.

1) C49H51N8O2S3Sn | ωB97M-V with the def2-TZVPD basis set

Geometry (Å):
Sn (0.360, 0.261, -0.018)
C (-1.871, 3.554, -2.767)
C (-0.465, 3.030, -3.048)
C (0.337, 4.024, -3.888)
C (-0.478, 1.694, -3.744)
C (-1.306, 1.481, -4.835)
C (-1.274, 0.290, -5.534)
C (-0.383, -0.693, -5.153)
C (0.458, -0.519, -4.064)
C (1.439, -1.605, -3.701)
C (0.749, -2.951, -3.484)
C (2.527, -1.694, -4.772)
C (0.401, 0.681, -3.339)
N (1.197, 0.829, -2.192)
C (2.495, 1.068, -2.341)
O (3.082, 1.390, -3.374)
C (3.281, 0.879, -1.063)
C (4.660, 0.724, -1.110)
C (5.334, 0.447, 0.068)
C (4.625, 0.364, 1.252)
C (3.246, 0.535, 1.218)
N (2.613, 0.786, 0.081)
C (2.430, 0.391, 2.480)
O (3.009, 0.273, 3.559)
N (1.119, 0.378, 2.263)
C (0.244, 0.334, 3.356)
C (-0.529, -0.813, 3.598)
C (-1.474, -0.800, 4.611)
C (-1.649, 0.314, 5.408)
C (-0.852, 1.423, 5.202)
C (0.092, 1.455, 4.188)
C (0.953, 2.687, 4.031)
C (1.991, 2.719, 5.157)
C (0.129, 3.977, 4.040)
C (-0.322, -2.069, 2.792)
C (0.074, -3.246, 3.682)
C (-1.554, -2.404, 1.955)
H (-1.826, 4.458, -2.160)
H (-2.447, 2.804, -2.229)
H (-2.394, 3.795, -3.690)
H (0.050, 2.894, -2.098)
H (-0.133, 4.174, -4.856)
H (1.337, 3.633, -4.047)
H (0.409, 4.987, -3.385)
H (-1.983, 2.260, -5.159)
H (-1.925, 0.137, -6.385)
H (-0.343, -1.614, -5.720)
H (1.929, -1.336, -2.761)
H (0.162, -3.254, -4.348)
H (0.093, -2.895, -2.618)
H (1.494, -3.721, -3.294)
H (2.109, -1.990, -5.732)
H (3.286, -2.418, -4.480)
H (3.004, -0.722, -4.881)
H (5.155, 0.780, -2.068)
H (6.404, 0.285, 0.061)
H (5.090, 0.132, 2.198)
H (-2.075, -1.680, 4.797)
H (-2.393, 0.318, 6.194)
H (-0.968, 2.278, 5.853)
H (1.474, 2.625, 3.070)
H (1.492, 2.751, 6.124)
H (2.634, 3.593, 5.063)
H (2.599, 1.820, 5.107)
H (-0.242, 4.196, 5.039)
H (-0.720, 3.890, 3.368)
H (0.744, 4.816, 3.719)
H (0.512, -1.893, 2.109)
H (-0.770, -3.605, 4.269)
H (0.870, -2.944, 4.357)
H (0.439, -4.070, 3.072)
H (-2.417, -2.620, 2.579)
H (-1.344, -3.272, 1.337)
H (-1.795, -1.559, 1.306)
N (-2.066, 3.676, 1.015)
C (-2.864, 2.606, 0.703)
C (-4.239, 2.730, 0.982)
C (-5.086, 1.723, 0.586)
C (-4.555, 0.611, -0.058)
C (-3.187, 0.563, -0.242)
N (-2.359, 1.525, 0.129)
C (-0.776, 4.027, 0.672)
C (-0.476, 5.395, 0.796)
C (0.782, 5.847, 0.479)
C (1.719, 4.920, 0.046)
C (1.333, 3.597, -0.034)
N (0.122, 3.142, 0.265)
H (-2.580, 4.445, 1.429)
H (-4.621, 3.618, 1.468)
H (-6.149, 1.796, 0.763)
H (-5.193, -0.184, -0.403)
H (-2.714, -0.285, -0.722)
H (-1.235, 6.082, 1.139)
H (1.028, 6.896, 0.560)
H (2.723, 5.211, -0.218)
H (2.038, 2.854, -0.363)
S (1.772, -7.531, 0.962)
C (1.484, -5.976, 0.501)
S (2.699, -4.726, 0.704)
C (1.545, -3.542, 0.028)
N (0.420, -4.081, -0.272)
N (0.370, -5.422, -0.045)
C (-0.810, -6.055, -0.463)
C (-1.860, -5.242, -0.899)
C (-3.042, -5.802, -1.336)
C (-3.205, -7.178, -1.350)
C (-2.159, -7.984, -0.941)
C (-0.968, -7.437, -0.501)
S (2.046, -1.956, -0.189)
H (-1.728, -4.172, -0.904)
H (-3.838, -5.157, -1.676)
H (-4.138, -7.615, -1.679)
H (-2.259, -9.060, -0.968)
H (-0.169, -8.090, -0.196)

Output
Gap between HOMO and LUMO (eV): 6.99
Net charge: -1

Results of the Löwdin charge analysis, in e, for atoms 1 through 2: atom 1 (Sn): 1.229, atom 2 (C): -0.061

2) C49H51N8O2S3Sn | ωB97M-V with the def2-TZVPD basis set

Geometry (Å):
Sn (-0.166, -0.580, 0.730)
C (-0.432, 1.896, -2.532)
C (-0.436, 2.516, -1.129)
C (-1.042, 3.924, -1.168)
C (0.906, 2.450, -0.329)
C (1.854, 3.630, -0.693)
C (2.964, 3.817, 0.301)
C (2.744, 3.564, 1.587)
C (1.528, 2.934, 2.067)
C (1.450, 2.631, 3.549)
C (2.605, 1.706, 3.959)
C (1.403, 3.899, 4.399)
C (0.638, 2.443, 1.174)
N (-0.401, 1.583, 1.567)
C (-1.352, 1.996, 2.416)
O (-1.624, 3.156, 2.732)
C (-2.127, 0.869, 3.074)
C (-3.182, 1.159, 3.923)
C (-3.792, 0.108, 4.591)
C (-3.319, -1.179, 4.400)
C (-2.268, -1.394, 3.515)
N (-1.701, -0.375, 2.861)
C (-1.729, -2.809, 3.358)
O (-2.221, -3.680, 4.107)
N (-0.749, -2.906, 2.488)
C (-0.087, -4.107, 2.233)
C (-0.672, -5.174, 1.509)
C (0.106, -6.284, 1.203)
C (1.431, -6.377, 1.603)
C (1.995, -5.343, 2.328)
C (1.260, -4.205, 2.642)
C (1.879, -3.122, 3.508)
C (3.209, -2.596, 2.961)
C (2.042, -3.633, 4.944)
C (-2.126, -5.093, 1.080)
C (-2.741, -6.448, 0.733)
C (-2.303, -4.131, -0.101)
H (-1.417, 2.045, -2.991)
H (-0.227, 0.828, -2.488)
H (0.315, 2.348, -3.184)
H (-1.128, 1.919, -0.539)
H (-0.508, 4.578, -1.858)
H (-1.047, 4.375, -0.171)
H (-2.079, 3.856, -1.507)
H (1.249, 4.543, -0.646)
H (3.890, 4.262, -0.047)
H (3.510, 3.810, 2.315)
H (0.532, 2.082, 3.740)
H (3.576, 2.194, 3.848)
H (2.604, 0.810, 3.333)
H (2.496, 1.402, 5.003)
H (2.299, 4.511, 4.261)
H (1.331, 3.641, 5.460)
H (0.527, 4.492, 4.130)
H (-3.486, 2.189, 4.043)
H (-4.613, 0.296, 5.271)
H (-3.725, -2.030, 4.927)
H (-0.323, -7.098, 0.630)
H (2.015, -7.257, 1.358)
H (3.023, -5.428, 2.666)
H (1.175, -2.290, 3.536)
H (3.924, -3.406, 2.793)
H (3.654, -1.894, 3.670)
H (3.066, -2.068, 2.016)
H (2.776, -4.443, 4.988)
H (1.090, -4.015, 5.319)
H (2.380, -2.830, 5.606)
H (-2.676, -4.698, 1.934)
H (-2.316, -6.864, -0.186)
H (-3.815, -6.330, 0.575)
H (-2.591, -7.168, 1.540)
H (-1.780, -4.516, -0.983)
H (-1.895, -3.148, 0.136)
H (-3.361, -4.015, -0.353)
N (-2.102, -1.671, -2.907)
C (-2.809, -0.740, -2.166)
C (-3.970, -0.228, -2.775)
C (-4.742, 0.685, -2.101)
C (-4.365, 1.071, -0.818)
C (-3.221, 0.511, -0.297)
N (-2.441, -0.367, -0.944)
C (-0.895, -2.342, -2.723)
C (-0.574, -3.342, -3.651)
C (0.613, -4.026, -3.503)
C (1.463, -3.687, -2.457)
C (1.065, -2.673, -1.611)
N (-0.091, -2.018, -1.728)
H (-2.562, -1.920, -3.764)
H (-4.242, -0.554, -3.772)
H (-5.633, 1.091, -2.563)
H (-4.940, 1.783, -0.244)
H (-2.900, 0.774, 0.704)
H (-1.251, -3.570, -4.466)
H (0.873, -4.817, -4.194)
H (2.400, -4.199, -2.295)
H (1.709, -2.350, -0.798)
S (4.611, 2.847, -5.471)
C (3.643, 3.258, -4.196)
S (3.747, 2.615, -2.580)
C (2.382, 3.585, -2.093)
N (1.908, 4.315, -3.033)
N (2.592, 4.125, -4.205)
C (2.078, 4.805, -5.349)
C (0.728, 4.669, -5.640)
C (0.189, 5.351, -6.719)
C (0.999, 6.162, -7.503)
C (2.347, 6.291, -7.202)
C (2.893, 5.615, -6.122)
S (1.759, 0.814, -0.551)
H (0.114, 4.036, -5.012)
H (-0.863, 5.244, -6.950)
H (0.578, 6.694, -8.347)
H (2.978, 6.927, -7.811)
H (3.942, 5.710, -5.881)

Output
Gap between HOMO and LUMO (eV): 6.55
Net charge: -1

Results of the Löwdin charge analysis, in e, for atoms 1 through 2: atom 1 (Sn): 1.237, atom 2 (C): -0.082

Which one is most stable, and which one is least stable? 1) is the most stable of them, while 2) is the least stable.

1) C2H3IN2 | ωB97M-V with the def2-TZVPD basis set

Geometry (Å):
C (2.222, 1.369, 1.523)
N (1.118, 1.167, 1.453)
H (3.278, 1.594, 1.404)
C (-2.312, -1.516, -0.048)
N (-1.934, -0.463, -0.153)
H (-2.717, -2.504, -0.030)
I (0.859, -0.216, -2.096)
H (-0.514, 0.568, -2.052)

Output
SMILES: C#N.C#N.I
Gap between HOMO and LUMO (eV): 10.30
Net charge: 0

Results of the Löwdin charge analysis, in e, for atoms 1 through 2: atom 1 (C): -0.114, atom 2 (N): 0.049

2) C2H3IN2 | ωB97M-V with the def2-TZVPD basis set

Geometry (Å):
C (-1.239, 0.986, 0.551)
C (-0.165, 0.187, 0.021)
N (-1.659, 2.167, 0.923)
N (-2.473, 0.988, 0.994)
I (-5.616, -0.066, -0.897)
H (0.554, 0.804, -0.516)
H (-0.566, -0.602, -0.617)
H (0.339, -0.289, 0.867)

Output
Gap between HOMO and LUMO (spin up / spin down) (eV): 10.69 / 5.45
Net charge: 0

Results of the Löwdin charge analysis, in e, for atoms 1 through 2: atom 1 (C): -0.444, atom 2 (C): -0.008

3) C2H3IN2 | ωB97M-V with the def2-TZVPD basis set

Geometry (Å):
C (-1.593, 0.182, 0.056)
C (1.971, -0.176, -0.838)
N (-0.713, -0.463, 0.656)
N (0.014, -1.045, 1.281)
I (3.769, -0.023, 0.133)
H (-2.575, -0.162, 0.164)
H (-1.617, 1.160, -0.529)
H (1.901, -0.915, -1.586)

Output
Gap between HOMO and LUMO (spin up / spin down) (eV): 7.42 / 7.46
Net charge: 0

Results of the Löwdin charge analysis, in e, for atoms 1 through 2: atom 1 (C): -0.081, atom 2 (C): -0.568

4) C2H3IN2 | ωB97M-V with the def2-TZVPD basis set

Geometry (Å):
C (-0.756, -0.500, -0.017)
C (0.559, 0.272, -0.056)
I (2.364, -0.891, 0.001)
N (0.573, 1.579, 0.611)
N (0.503, 1.503, -0.618)
H (-1.004, -0.666, -1.035)
H (-1.499, 0.020, 0.491)
H (-0.740, -1.317, 0.622)

Output
SMILES: CC1(I)N=N1
Gap between HOMO and LUMO (eV): 9.67
Net charge: 0

Results of the Löwdin charge analysis, in e, for atoms 1 through 2: atom 1 (C): -0.107, atom 2 (C): -1.019

Which one is most stable, and which one is least stable? 1) is the most stable of them, while 3) is the least stable.

1) C3H7BrN | ωB97M-V with the def2-TZVPD basis set

Geometry (Å):
C (-0.986, -2.137, -0.227)
C (-1.004, -0.840, -0.246)
C (1.135, 0.386, 0.302)
N (0.737, 1.747, 0.186)
Br (-2.216, 0.596, -0.491)
H (-1.803, -2.922, -0.526)
H (0.086, -2.551, -0.012)
H (0.778, -0.369, 1.044)
H (1.630, -0.162, -0.451)
H (0.750, 2.252, 1.156)
H (-0.309, 1.770, -0.112)
H (1.203, 2.231, -0.626)

Output
Gap between HOMO and LUMO (spin up / spin down) (eV): 8.39 / 8.97
Net charge: +1

Results of the Löwdin charge analysis, in e, for atoms 1 through 2: atom 1 (C): -0.088, atom 2 (C): -0.612

2) C3H7BrN | ωB97M-V with the def2-TZVPD basis set

Geometry (Å):
C (0.448, 1.272, 2.211)
C (0.392, 1.308, 0.626)
C (1.562, 1.371, 1.406)
N (0.377, -1.396, -1.054)
Br (3.330, 1.023, 1.440)
H (0.084, 2.144, 2.769)
H (0.395, 0.479, 2.904)
H (0.106, 2.118, 0.065)
H (-0.225, -2.191, -1.044)
H (0.442, -1.208, -2.073)
H (1.232, -1.719, -0.771)
H (0.229, 0.364, 0.036)

Output
Gap between HOMO and LUMO (eV): 7.70
Net charge: +1

Results of the Löwdin charge analysis, in e, for atoms 1 through 2: atom 1 (C): -0.042, atom 2 (C): -0.014

Which one is most stable, and which one is least stable? 2) is the most stable of them, while 1) is the least stable.

1) C2H6O | ωB97M-V with the def2-TZVPD basis set

Geometry (Å):
C (-0.693, 0.685, -1.545)
O (0.495, 0.828, -1.868)
H (-1.407, 1.175, -0.760)
H (-1.426, -0.035, -2.062)
C (0.526, -0.511, 1.247)
H (1.035, -1.580, 1.561)
H (1.062, 0.210, 1.819)
H (-0.535, -0.580, 1.353)
H (0.941, -0.192, 0.255)

Output
SMILES: C=O.C
Gap between HOMO and LUMO (eV): 10.80
Net charge: 0

Results of the Löwdin charge analysis, in e, for atoms 1 through 2: atom 1 (C): -0.155, atom 2 (O): -0.038

2) C2H6O | ωB97M-V with the def2-TZVPD basis set

Geometry (Å):
H (2.061, 1.961, -1.220)
C (0.226, 0.639, -0.275)
O (-0.955, -0.111, 0.318)
C (-0.888, -1.282, 0.692)
H (1.090, -0.032, -0.267)
H (-0.110, 0.913, -1.278)
H (0.343, 1.507, 0.377)
H (-1.810, -1.735, 1.072)
H (0.042, -1.859, 0.581)

Output
Gap between HOMO and LUMO (spin up / spin down) (eV): 12.09 / 5.56
Net charge: 0

Results of the Löwdin charge analysis, in e, for atoms 1 through 2: atom 1 (H): 0.132, atom 2 (C): -0.066

Which one is most stable, and which one is least stable? 1) is the most stable of them, while 2) is the least stable.